1.
111
Properties=species:S:1:pos:R:3 method="wB97M-V/def2-TZVPD" homo_energy_ev=-9.01 gap_ev=8.91 total_energy_ha=-1962.5799
C -3.63383 3.90747 -6.71494
C -3.37853 2.59590 -6.96723
O -2.06737 2.14599 -6.94909
S -1.20254 2.53615 -8.32470
O -2.03782 2.22243 -9.44302
O -1.10448 4.20740 -8.19891
O -1.42651 4.83255 -9.42999
H -4.16718 4.53808 -7.41308
H -3.22390 4.32817 -5.80343
H -4.15880 1.85415 -7.08830
H -2.28780 5.23588 -9.25394
C -1.19104 -0.90430 -5.47289
C -0.50002 0.28759 -4.81847
C 0.83704 -0.06615 -4.16988
C 0.76081 -1.07835 -3.02556
C -0.14693 -0.68029 -1.86358
C 0.30440 0.59018 -1.14921
H -1.44148 -1.67735 -4.74451
H -2.12064 -0.59241 -5.95128
H -0.55420 -1.35127 -6.23940
H -1.17079 0.74248 -4.08349
H -0.32351 1.04726 -5.57933
H 1.30764 0.85422 -3.81294
H 1.50765 -0.46668 -4.93757
H 1.77359 -1.24406 -2.64215
H 0.42763 -2.04420 -3.41579
H -0.15773 -1.50034 -1.14062
H -1.17819 -0.56291 -2.20820
H 1.32047 0.48058 -0.76444
H -0.35343 0.80370 -0.30454
H 0.28011 1.45683 -1.81241
C 4.11553 1.15417 -2.22878
C 5.31498 0.39166 -2.78284
C 5.29065 -1.09763 -2.44367
C 5.33699 -1.41941 -0.94969
C 6.54335 -0.85834 -0.19998
C 7.87549 -1.41069 -0.69908
H 4.08772 1.12591 -1.13808
H 4.15906 2.20226 -2.52926
H 3.18155 0.73564 -2.60572
H 6.24011 0.85076 -2.42350
H 5.32675 0.49677 -3.87093
H 6.12571 -1.58971 -2.95031
H 4.38281 -1.54275 -2.86404
H 5.32068 -2.50798 -0.83042
H 4.42460 -1.05171 -0.46980
H 6.43743 -1.10986 0.85925
H 6.55527 0.23350 -0.25488
H 7.90080 -2.49973 -0.61979
H 8.70154 -1.01388 -0.10703
H 8.06103 -1.14001 -1.73951
C 6.01975 -4.26949 1.77734
C 4.77347 -3.63973 2.39157
C 5.08039 -2.67874 3.53864
C 5.76854 -3.31455 4.74744
C 5.00694 -4.47524 5.38533
C 3.64614 -4.07273 5.94632
H 6.56307 -4.88088 2.49934
H 5.74453 -4.91532 0.94191
H 6.69797 -3.50077 1.40016
H 4.09210 -4.42686 2.72581
H 4.24154 -3.08745 1.61156
H 4.14993 -2.20055 3.85753
H 5.71761 -1.87104 3.16381
H 5.92991 -2.53848 5.50218
H 6.76437 -3.66266 4.45904
H 5.61498 -4.87836 6.19935
H 4.88154 -5.28899 4.66604
H 3.75048 -3.28371 6.69381
H 3.16123 -4.92432 6.42555
H 2.97603 -3.71430 5.16350
C -2.62624 4.31198 4.31850
C -2.31404 3.02959 3.55272
C -1.54882 3.26381 2.25315
C -2.29626 4.10341 1.21667
C -3.65890 3.54502 0.80525
C -3.57547 2.17435 0.14030
H -3.26986 4.97970 3.74376
H -3.14323 4.08516 5.25211
H -1.70944 4.85080 4.56634
H -3.24250 2.48930 3.35131
H -1.71551 2.37831 4.19541
H -1.28489 2.29528 1.81837
H -0.59822 3.75625 2.48108
H -1.66590 4.19835 0.32673
H -2.43185 5.11985 1.59654
H -4.12001 4.24665 0.10510
H -4.32704 3.49301 1.66998
H -2.93917 2.21145 -0.74697
H -4.56575 1.83773 -0.17108
H -3.17211 1.42065 0.81920
C -5.92150 1.29063 4.38835
C -5.41198 0.28885 3.35578
C -6.43503 -0.04133 2.27090
C -7.71967 -0.70137 2.77389
C -7.51435 -2.00344 3.54621
C -6.87217 -3.10847 2.71253
H -6.77831 0.90115 4.93989
H -5.13929 1.51709 5.11496
H -6.21807 2.22665 3.90939
H -5.08429 -0.62403 3.86064
H -4.52387 0.70615 2.87351
H -5.96197 -0.68470 1.52345
H -6.70297 0.88064 1.74427
H -8.36836 -0.89695 1.91430
H -8.26729 0.00179 3.40770
H -8.48937 -2.35192 3.89653
H -6.91437 -1.82362 4.44232
H -7.47369 -3.32949 1.82850
H -6.78452 -4.02689 3.29459
H -5.86887 -2.83489 2.38252

2.
109
Properties=species:S:1:pos:R:3 method="wB97M-V/def2-TZVPD" homo_energy_ev=-9.83 de_lowest_ev=0.000 gap_ev=10.56 smiles=CCCCCC.CCCCCC.CCCCCC.CCCCCC.CCCCCC.CCO total_energy_ha=-1339.6030
C 0.38853 0.35728 -6.42657
C 1.59853 -0.57872 -6.38157
C 2.56353 -0.67272 -7.60457
C 3.43753 -1.82872 -7.44957
C 4.07453 -2.30472 -8.78057
C 5.12653 -3.39272 -8.49257
H 0.54553 1.38328 -6.56257
H -0.49347 0.41528 -5.67557
H -0.13547 0.16228 -7.31357
H 0.91153 -1.40972 -6.18457
H 2.08853 -0.45672 -5.43257
H 3.11553 0.03928 -7.81357
H 2.05053 -1.02872 -8.46557
H 2.93953 -2.65972 -7.04557
H 4.15053 -1.56772 -6.72557
H 4.63053 -1.59072 -9.29657
H 3.36353 -2.65972 -9.49157
H 4.60953 -4.19072 -8.12957
H 5.70153 -3.22972 -7.60257
H 5.64553 -3.74572 -9.38057
C 0.26753 0.18228 -2.62657
C -1.13047 0.66328 -2.14757
C -1.81847 -0.10772 -1.00657
C -3.23647 0.12928 -0.62157
C -3.89847 -0.84272 0.33543
C -3.37547 -0.66372 1.69643
H 0.53153 0.81528 -3.45557
H 0.14253 -0.77272 -2.84357
H 0.85553 0.32628 -1.74757
H -1.81147 0.89728 -2.92657
H -0.83247 1.65028 -1.72757
H -1.01147 -0.01572 -0.17557
H -1.84247 -1.06272 -1.36757
H -3.83747 0.21428 -1.60257
H -3.45047 1.12528 -0.14157
H -3.92147 -1.79672 -0.02857
H -5.02447 -0.62072 0.26143
H -2.89047 0.30028 1.88643
H -2.68747 -1.49172 2.11543
H -4.12547 -0.57372 2.30743
C -0.75247 3.02628 1.29243
C -1.40447 4.38328 1.49543
C -2.19247 4.61228 2.75843
C -2.54047 6.09028 3.12243
C -3.46247 6.30428 4.24443
C -3.78747 7.81028 4.35743
H -1.47847 2.31728 1.65243
H 0.24653 2.71328 1.70543
H -0.61547 2.89528 0.22943
H -2.03947 4.62428 0.61543
H -0.52247 5.21028 1.42743
H -1.42947 4.23828 3.38343
H -2.93647 3.92528 2.87443
H -2.91747 6.28728 2.30243
H -1.75647 6.92928 3.19543
H -2.89347 5.96128 5.10243
H -4.34547 5.81428 4.09443
H -4.71347 7.95528 5.09543
H -4.28447 8.29228 3.47343
H -2.94347 8.28228 4.65743
C 2.18953 -2.29872 3.68643
C 2.03053 -1.18472 2.59243
C 3.46953 -0.52672 2.40543
C 3.55053 0.13228 0.93143
C 2.72953 1.52828 0.78043
C 3.03553 2.27228 -0.47757
H 2.88853 -3.04972 3.33743
H 1.26353 -2.77372 3.97243
H 2.81153 -2.14172 4.59743
H 1.43753 -0.35872 2.94343
H 1.65353 -1.49972 1.58843
H 4.29553 -1.27472 2.60743
H 3.48353 0.15828 3.11343
H 3.26453 -0.59072 0.12843
H 4.58653 0.32728 0.66243
H 2.77853 2.10428 1.77843
H 1.78753 1.18228 0.79843
H 2.95453 1.51128 -1.24657
H 4.20953 2.67428 -0.52357
H 2.54453 3.16528 -0.58357
C -1.41347 -4.50072 4.48843
C -1.51747 -3.76872 3.16543
C -0.63247 -4.41772 1.98843
C -0.77647 -3.63772 0.67543
C -0.07747 -4.52872 -0.47057
C 0.13053 -3.86172 -1.74557
H -1.82347 -5.41272 4.46143
H -1.74247 -4.05572 5.31043
H -0.37647 -4.59972 4.78843
H -1.19247 -2.75572 3.40143
H -2.44747 -3.66372 2.93643
H -0.91147 -5.38872 1.84243
H 0.47153 -4.47872 2.35643
H -0.40947 -2.54872 0.84743
H -1.69447 -3.49072 0.41743
H -0.64947 -5.50872 -0.59057
H 0.98853 -4.89072 0.04543
H 0.71953 -4.52472 -2.38857
H 0.65853 -2.90572 -1.52857
H -0.66147 -3.47672 -2.14357
C -1.35747 1.45628 4.52443
C -1.11347 0.25528 5.47043
O 0.19353 -0.08672 5.46943
H -1.03747 2.45528 4.61943
H -2.38247 1.75728 4.86843
H -1.39947 1.34328 3.35543
H -1.91247 -0.60372 5.29243
H -1.22947 0.35328 6.53043
H 0.18553 -0.93972 5.91143

3.
133
Properties=species:S:1:pos:R:3 method="wB97M-V/def2-TZVPD" homo_energy_ev=-12.90 de_lowest_ev=0.000 gap_ev=3.52 charge=+3 total_energy_ha=-4433.5457
Cu -1.16717 -3.63362 1.11303
Ba -0.89296 -2.00136 -5.54119
Ba -3.06214 -4.04700 -1.98991
O 0.36395 -0.56673 -1.68636
C -0.54303 -1.49646 -1.73246
O -1.21714 -1.83807 -2.75361
O -0.65019 -2.11027 -0.61431
H 0.59796 -0.70033 -0.74894
O -5.58098 -2.26482 -5.51805
C -4.70129 -2.43834 -4.52090
O -3.47472 -2.08581 -4.60239
O -5.12742 -2.77113 -3.40480
H -6.32043 -2.73396 -5.10008
C -1.10896 -1.86306 4.09712
O -0.47440 -2.55759 2.99434
C 0.84066 -2.92372 3.32042
C 1.33592 -3.78706 2.17800
N 0.49324 -4.97667 2.08202
C 0.30568 -5.83165 3.22464
C 0.12627 -7.24080 2.75907
O 1.36050 -7.78408 2.30486
C 1.18305 -9.14052 1.85839
H -0.84002 -0.80984 4.12244
H -0.90949 -2.33612 5.06167
H -2.17209 -2.09478 4.02988
H 0.78671 -3.47152 4.26394
H 1.53028 -2.09349 3.47915
H 2.38314 -4.08678 2.26641
H 1.32513 -3.16690 1.27868
H 0.96712 -5.59402 1.42843
H -0.64231 -5.41495 3.57742
H 1.02003 -5.67815 4.03477
H -0.59915 -7.31534 1.94121
H -0.29610 -7.85764 3.55548
H 0.42477 -9.72965 2.37361
H 2.14522 -9.64783 1.90244
H 0.93183 -9.14225 0.79426
C -3.31952 1.08080 -5.88205
O -1.95663 0.66106 -5.81814
C -1.02379 1.72360 -5.91735
C 0.45179 1.45061 -6.40825
N 0.94587 0.17447 -5.94971
C 1.58413 0.24957 -4.60991
C 2.28453 -1.00642 -4.07707
O 1.47355 -2.18319 -4.08669
C 2.05065 -3.36449 -3.56931
H -4.02105 0.31396 -6.19779
H -3.34881 1.94280 -6.55103
H -3.51223 1.50088 -4.89250
H -1.04687 2.30263 -4.98888
H -1.41750 2.48454 -6.59752
H 0.98034 2.20809 -5.82631
H 0.43156 1.53077 -7.49197
H 1.64001 -0.25346 -6.55122
H 0.92145 0.62181 -3.82496
H 2.30177 1.07508 -4.64257
H 2.50764 -0.74895 -3.03964
H 3.24992 -1.00590 -4.58961
H 2.56243 -3.14321 -2.63286
H 2.69560 -3.74057 -4.36620
H 1.31743 -4.16048 -3.42885
C -2.55498 0.21886 1.12655
O -3.47147 -0.08861 2.20607
C -4.37180 0.99152 2.51767
C -5.24259 0.74571 3.75850
N -4.28652 0.28695 4.76463
C -4.64144 -0.14027 6.09658
C -5.83866 -1.17715 6.11610
O -6.03394 -1.37867 7.49582
C -7.15832 -2.19069 7.79385
H -2.99133 0.10066 0.13236
H -1.87903 -0.63153 1.24726
H -1.93538 1.11323 1.19113
H -4.98694 1.14843 1.62728
H -3.87875 1.94996 2.69047
H -6.13663 0.14029 3.58161
H -5.69027 1.70949 4.01074
H -3.65097 -0.38207 4.35709
H -5.16596 0.63200 6.66085
H -3.86564 -0.62222 6.68772
H -5.56564 -2.11565 5.62428
H -6.71029 -0.68058 5.68463
H -6.87455 -3.23991 7.67522
H -8.09943 -1.94958 7.29937
H -7.32442 -2.12366 8.86990
C 3.01562 -1.18342 0.22196
O 2.21990 -0.58354 1.21143
C 3.07043 0.32435 1.96901
C 2.18199 0.89050 3.04546
N 1.36933 1.95618 2.46029
C 1.82944 3.28159 2.78096
C 1.70204 3.77145 4.23273
O 0.46481 3.49990 4.87958
C 0.22376 2.22021 5.38554
H 2.53424 -1.92034 -0.42265
H 3.87188 -1.66481 0.70764
H 3.56238 -0.49263 -0.42864
H 3.67527 1.02626 1.39467
H 3.78603 -0.28588 2.53157
H 2.72554 1.10111 3.96734
H 1.51432 0.04279 3.20861
H 0.40984 1.87721 2.76965
H 1.31978 3.97265 2.10162
H 2.80388 3.41472 2.30121
H 1.94044 4.82241 4.39141
H 2.49077 3.31064 4.83991
H -0.03805 1.41373 4.69414
H -0.63077 2.24617 6.06226
H 1.10739 1.95091 5.97188
C 6.41171 6.61834 -3.99453
O 5.66451 6.16495 -5.11649
C 4.53643 7.03335 -5.32710
C 3.28931 6.24998 -5.76692
N 2.45295 5.75596 -4.68146
C 3.09684 4.88773 -3.70168
C 2.10744 4.21975 -2.79609
O 2.80428 3.45706 -1.81541
C 1.93120 2.53478 -1.16966
H 5.87726 6.51153 -3.04953
H 6.74885 7.64226 -4.16784
H 7.30740 5.99729 -4.02512
H 4.76132 7.80627 -6.06669
H 4.26707 7.63826 -4.45682
H 3.45166 5.36829 -6.38901
H 2.75181 6.96465 -6.39225
H 1.91301 6.52177 -4.30465
H 3.84763 5.53500 -3.23548
H 3.75289 4.16108 -4.18525
H 1.58020 3.58735 -3.52229
H 1.34372 4.82729 -2.30682
H 2.44246 2.13777 -0.29177
H 1.79231 1.64095 -1.78347
H 0.97862 2.94792 -0.83532

4.
133
Properties=species:S:1:pos:R:3 method="wB97M-V/def2-TZVPD" homo_energy_ev=-11.27 gap_ev=8.68 charge=+1 total_energy_ha=-6357.3460
C 3.72083 -1.87117 2.01085
C 3.02624 -1.54279 0.72358
O 2.58170 -2.33748 -0.05127
O 2.95466 -0.21010 0.52363
C 2.04504 0.21201 -0.50028
C 0.58766 -0.03859 -0.12660
C 0.25475 0.32331 1.33298
C -0.86845 1.35762 1.46227
C -2.20484 0.82365 0.90926
C -2.82270 -0.05372 1.99357
N -3.76944 -1.18829 1.58927
C -5.18934 -0.75069 1.34994
C -5.51766 0.47930 0.51230
C -5.50356 1.83969 1.19347
Cl -4.70458 0.46703 -1.08405
C -3.09190 -2.00670 0.49502
B -3.87296 -2.36179 -0.87632
N -3.11874 -2.13315 -2.11023
O -5.12766 -2.89234 -0.83587
C -2.48199 -3.28882 1.13890
O -1.10751 -3.32772 0.82729
C -2.62343 -3.07168 2.66072
O -1.41264 -2.53649 3.19181
C -0.68630 -3.41483 3.78947
N -0.03584 -4.24871 4.23818
C -3.84013 -2.17886 2.83386
Br -3.81604 -1.28574 4.55159
P -5.26798 -3.42997 3.05483
O -5.15452 -4.25737 1.69639
O -6.60043 -2.53903 2.98317
S -5.16236 -4.49999 4.62689
H 3.78654 -2.94867 2.12347
H 4.71766 -1.43021 2.02806
H 3.16522 -1.43177 2.84011
H 2.22293 1.27913 -0.62330
H 2.28770 -0.29428 -1.43462
H 0.39052 -1.10043 -0.29043
H -0.04652 0.50423 -0.83303
H 1.13963 0.69399 1.85193
H -0.03499 -0.58773 1.86825
H -0.99756 1.63244 2.51494
H -0.59489 2.26985 0.92935
H -1.98016 0.29518 -0.01327
H -2.83717 1.66250 0.63789
H -2.01038 -0.53174 2.53360
H -3.34236 0.57834 2.70918
H -5.60473 -0.55713 2.33797
H -5.73122 -1.59560 0.94706
H -6.56704 0.32310 0.25376
H -4.52153 2.19343 1.49208
H -5.98674 2.57213 0.55054
H -6.11990 1.75763 2.09284
H -2.19162 -1.51207 0.15072
H -2.63082 -2.95687 -2.45166
H -3.73651 -1.84012 -2.86140
H -5.33673 -3.39042 -1.64607
H -2.96182 -4.21022 0.82168
H -0.86709 -4.12826 0.34525
H -2.79658 -4.04801 3.11842
H -6.00022 -4.46600 1.28332
H -7.35129 -3.10054 3.23157
C -7.65693 1.37731 -3.86772
C -6.89125 0.84602 -5.06394
O -5.59975 1.43210 -5.17846
H -7.75992 2.46052 -3.93224
H -8.65199 0.93420 -3.80711
H -7.11876 1.14939 -2.94359
H -7.40829 1.08285 -5.99212
H -6.79906 -0.24536 -4.99917
H -5.10708 1.23536 -4.37596
C 6.08199 2.84687 -1.20960
C 4.69349 2.46661 -0.74797
O 3.86109 3.60411 -0.49492
H 6.57204 3.47652 -0.46396
H 6.68766 1.95766 -1.37878
H 6.04118 3.41479 -2.14225
H 4.73272 1.91067 0.18750
H 4.21193 1.83663 -1.50247
H 3.79663 4.10265 -1.31653
C 2.82528 7.36715 -0.15533
C 4.14267 7.61831 -0.86163
O 5.25369 7.25244 -0.05010
H 2.78196 7.92409 0.78106
H 1.97501 7.65914 -0.77343
H 2.72971 6.30551 0.08985
H 4.26952 8.67505 -1.09203
H 4.18025 7.06224 -1.80659
H 5.17235 6.31404 0.15482
C 7.66804 -1.73554 -3.68485
C 6.70873 -0.89335 -2.86694
O 6.42625 0.36038 -3.48610
H 8.60191 -1.19647 -3.84669
H 7.88940 -2.67644 -3.17969
H 7.24308 -1.96716 -4.66440
H 7.14152 -0.65040 -1.89615
H 5.77562 -1.44160 -2.69483
H 6.02996 0.19073 -4.34638
C 9.77959 2.73172 -0.51598
C 9.53965 1.79884 0.65410
O 9.16058 0.49012 0.22819
H 8.88386 2.78462 -1.13339
H 10.03792 3.73594 -0.17804
H 10.59296 2.36682 -1.14770
H 8.71587 2.15784 1.27046
H 10.43123 1.73785 1.28664
H 9.87732 0.13577 -0.30747
C -8.78914 -4.37212 -4.04082
C -7.27732 -4.42324 -4.09022
O -6.69974 -4.47515 -2.77575
H -9.12471 -3.50468 -3.47168
H -9.20549 -4.31238 -5.04602
H -9.19270 -5.26582 -3.55962
H -6.87280 -3.52603 -4.55567
H -6.94018 -5.28766 -4.66718
H -7.02860 -5.26918 -2.34224
C 0.86043 -7.94490 1.81894
C 1.33258 -6.77725 0.97525
O 0.37742 -5.71792 0.93653
H -0.08410 -8.33327 1.43568
H 1.59499 -8.75062 1.81655
H 0.70062 -7.63219 2.85340
H 1.47989 -7.08116 -0.05998
H 2.28600 -6.39725 1.35511
H 0.23760 -5.41582 1.84058
C 3.64199 6.79245 3.72107
C 2.81050 8.03844 3.95149
O 1.41646 7.79767 3.76779
H 3.47126 6.40898 2.71477
H 4.70541 7.00263 3.83926
H 3.36810 6.00508 4.42831
H 3.07519 8.81470 3.23471
H 2.98612 8.43536 4.95681
H 1.14891 7.12690 4.40322